1.
{"formula": "C22H26BrCrIN8O7", "method": "ωB97M-V with the def2-TZVPD basis set", "symbols": ["Cr", "C", "N", "C", "C", "O", "C", "O", "C", "C", "O", "N", "C", "C", "H", "H", "H", "H", "H", "H", "H", "H", "H", "H", "H", "H", "H", "H", "H", "H", "Br", "C", "C", "C", "C", "C", "N", "C", "O", "O", "H", "H", "H", "N", "N", "N", "C", "N", "N", "H", "H", "H", "I", "C", "C", "C", "C", "C", "C", "C", "O", "O", "H", "H", "H", "H"], "positions_angstrom": [[0.237, -0.375, -0.447], [1.245, 0.228, 5.038], [1.152, -0.451, 3.767], [1.855, -1.719, 3.705], [0.516, 0.003, 2.687], [0.579, -0.610, 1.610], [-0.320, 1.275, 2.774], [-1.215, 1.311, 1.690], [-2.456, 0.670, 1.851], [-2.743, -0.157, 0.599], [-1.872, -0.305, -0.270], [-3.954, -0.697, 0.489], [-4.275, -1.551, -0.640], [-5.021, -0.450, 1.436], [0.601, -0.256, 5.776], [0.976, 1.273, 4.949], [2.275, 0.168, 5.393], [1.724, -2.251, 4.647], [2.923, -1.566, 3.537], [1.442, -2.321, 2.896], [0.331, 2.149, 2.619], [-0.849, 1.364, 3.730], [-3.231, 1.440, 1.977], [-2.470, 0.004, 2.722], [-3.357, -1.859, -1.136], [-4.918, -1.033, -1.353], [-4.783, -2.446, -0.284], [-4.681, -0.591, 2.461], [-5.824, -1.159, 1.249], [-5.423, 0.560, 1.329], [1.356, 1.786, -3.172], [0.351, 0.229, -3.488], [-0.003, -0.047, -4.802], [-0.751, -1.180, -5.072], [-1.090, -2.014, -4.017], [-0.686, -1.665, -2.742], [0.002, -0.544, -2.458], [-0.901, -2.588, -1.547], [-1.711, -3.492, -1.614], [-0.146, -2.289, -0.566], [0.318, 0.626, -5.580], [-1.054, -1.406, -6.081], [-1.635, -2.937, -4.147], [5.150, -0.224, -2.193], [4.137, -0.553, -1.379], [4.266, -1.351, -0.352], [3.028, -1.443, 0.100], [2.190, -0.710, -0.640], [2.915, -0.159, -1.584], [6.055, -0.271, -1.744], [4.972, 0.614, -2.734], [2.739, -2.046, 0.933], [-5.292, 4.924, -2.847], [-3.564, 4.135, -1.918], [-2.957, 4.842, -0.893], [-1.800, 4.350, -0.321], [-1.261, 3.140, -0.746], [-1.907, 2.425, -1.747], [-3.047, 2.925, -2.348], [0.005, 2.663, -0.079], [0.551, 3.350, 0.768], [0.454, 1.520, -0.453], [-3.378, 5.774, -0.548], [-1.301, 4.901, 0.461], [-1.530, 1.464, -2.059], [-3.533, 2.377, -3.139]], "forces_ev_per_a": [[-0.79, 1.24, 1.53], [-0.15, 0.21, 0.29], [-0.04, -0.17, -0.42], [0.08, -0.32, -0.23], [-0.11, 0.18, 0.30], [-0.05, -0.28, -0.45], [-0.08, 0.18, -0.28], [-0.28, -0.11, 0.32], [0.13, 0.15, -0.14], [-0.20, 0.14, 0.39], [0.42, -0.10, -0.24], [0.41, -0.03, -0.14], [0.16, -0.24, -0.45], [-0.16, 0.26, 0.33], [0.02, 0.06, 0.01], [0.00, 0.08, 0.03], [-0.04, 0.06, -0.03], [-0.02, 0.06, -0.01], [0.00, 0.01, 0.02], [0.05, 0.01, 0.12], [-0.03, -0.19, 0.19], [0.13, -0.05, -0.06], [0.01, -0.22, 0.03], [-0.04, 0.04, -0.01], [-0.20, 0.03, 0.04], [-0.02, 0.04, 0.03], [0.00, 0.03, 0.03], [-0.03, 0.00, 0.05], [0.07, 0.03, 0.00], [-0.02, -0.03, 0.01], [-0.22, 0.38, -0.78], [0.16, 0.37, 0.11], [-0.10, -0.16, 0.02], [0.10, 0.15, 0.31], [0.06, 0.06, 0.27], [-0.18, -0.46, -0.17], [0.06, -0.15, -0.80], [-1.07, -0.57, -1.43], [0.39, 0.26, 0.05], [0.89, 1.18, 1.26], [-0.01, 0.04, -0.04], [0.00, -0.05, -0.14], [-0.04, 0.00, 0.02], [0.92, 0.07, -1.05], [-1.85, -0.04, 1.00], [0.59, -0.43, 0.34], [0.05, 0.04, -0.07], [1.06, -0.31, -0.09], [0.63, 0.29, -0.76], [-0.24, 0.04, 0.18], [-0.12, -0.08, 0.27], [-0.08, -0.08, 0.18], [0.37, -0.21, 0.22], [-0.42, 0.24, -0.19], [-0.14, 0.11, -0.07], [0.10, -0.13, 0.00], [0.14, 0.04, 0.05], [0.20, -0.02, 0.11], [-0.18, 0.02, -0.05], [-0.79, 1.29, 0.63], [0.13, -0.15, -0.21], [0.30, -2.84, -0.38], [-0.02, 0.09, -0.01], [0.08, 0.02, 0.07], [0.06, 0.00, -0.04], [-0.04, -0.07, -0.09]], "nbo_charge": [1.27, -0.41, -0.38, -0.42, 0.70, -0.67, -0.17, -0.53, -0.15, 0.71, -0.67, -0.37, -0.42, -0.42, 0.21, 0.22, 0.22, 0.22, 0.21, 0.24, 0.28, 0.20, 0.22, 0.20, 0.25, 0.21, 0.22, 0.21, 0.23, 0.21, 0.15, 0.17, -0.25, -0.12, -0.21, 0.11, -0.48, 0.77, -0.59, -0.67, 0.25, 0.24, 0.26, -0.60, 0.21, -0.25, 0.17, -0.29, -0.03, 0.41, 0.41, 0.24, 0.16, -0.12, -0.26, -0.15, -0.18, -0.11, -0.27, 0.83, -0.64, -0.68, 0.23, 0.24, 0.20, 0.23], "multiplicity": 2, "homo_ev": [-10.75, -10.75], "e_lumo_ev": [-3.7, -3.1], "charge": 1, "s2": 0.77}

2.
{"formula": "C2H4N4O", "method": "ωB97M-V with the def2-TZVPD basis set", "symbols": ["H", "N", "C", "N", "N", "N", "C", "O", "H", "H", "H"], "positions_angstrom": [[1.011, -2.062, 0.971], [0.040, -2.049, 0.612], [-0.147, -0.991, -0.041], [-1.324, -0.636, -0.611], [0.968, -0.024, -0.097], [0.682, 1.317, -0.252], [0.468, 2.261, 0.455], [0.201, 3.308, 0.882], [-1.465, 0.332, -0.850], [-2.127, -1.168, -0.319], [1.692, -0.287, -0.749]], "forces_ev_per_a": [[-0.86, -0.01, -0.17], [0.69, -0.94, 0.07], [1.17, 1.31, 0.67], [-0.06, 0.30, -0.26], [-0.45, -0.58, 0.35], [-0.12, -0.70, -0.90], [-0.19, 0.38, -0.18], [-0.05, 0.37, 0.56], [-0.01, -0.12, -0.01], [0.02, 0.06, 0.00], [-0.15, -0.06, -0.13]], "nbo_charge": [0.35, -0.71, 0.55, -0.82, -0.49, -0.43, 0.84, -0.50, 0.40, 0.41, 0.39], "homo_ev": -9.35, "e_lumo_ev": 0.4, "de_lowest_kcal_mol": 40.92, "charge": 0}

3.
{"formula": "C5H10O2", "method": "ωB97M-V with the def2-TZVPD basis set", "symbols": ["C", "C", "O", "C", "C", "C", "O", "H", "H", "H", "H", "H", "H", "H", "H", "H", "H"], "positions_angstrom": [[0.496, 1.956, 0.989], [0.929, 0.506, 0.937], [0.472, -0.298, 1.793], [0.048, 0.110, -0.909], [-0.012, -1.263, -1.082], [-1.510, -1.120, -0.958], [-1.335, 0.298, -0.715], [0.788, 2.360, 1.965], [0.996, 2.543, 0.211], [-0.589, 2.047, 0.885], [1.957, 0.330, 0.560], [0.331, -1.579, 1.091], [0.632, 0.877, -1.406], [0.609, -1.955, -1.637], [0.275, -1.955, 0.334], [-2.011, -1.625, -0.129], [-2.041, -1.287, -1.901]], "forces_ev_per_a": [[-0.06, 0.02, -0.05], [0.10, 0.05, 0.19], [0.18, -0.02, -0.24], [0.22, 0.03, -0.21], [0.03, 0.11, -0.02], [-0.21, -0.29, -0.03], [-0.05, 0.10, 0.02], [-0.06, -0.06, -0.12], [-0.11, -0.10, 0.10], [0.13, -0.04, 0.04], [-0.13, 0.02, 0.03], [-0.01, 0.15, 0.03], [-0.04, -0.13, 0.12], [-0.10, 0.10, 0.14], [-0.02, -0.12, 0.04], [0.07, 0.10, -0.13], [0.06, 0.06, 0.10]], "nbo_charge": [-0.68, 0.30, -0.61, 0.01, -0.23, -0.08, -0.52, 0.23, 0.21, 0.24, 0.12, 0.20, 0.22, 0.24, -0.05, 0.20, 0.20], "homo_ev": -8.41, "e_lumo_ev": 0.4, "de_lowest_kcal_mol": 146.92, "charge": 0}

4.
{"formula": "C5H7NiO4", "method": "ωB97M-V with the def2-TZVPD basis set", "symbols": ["O", "Ni", "C", "C", "H", "H", "H", "H", "C", "C", "O", "C", "O", "O", "H", "H", "H"], "positions_angstrom": [[-1.637, 0.808, -0.049], [-0.375, 0.506, -1.340], [-2.772, 0.266, 0.314], [-2.651, -0.559, 1.548], [-2.322, 0.137, 2.335], [-3.624, 0.957, 0.233], [-2.824, -1.308, 0.492], [-3.636, -0.845, 1.941], [-0.470, -1.108, 1.724], [0.176, -0.175, 0.949], [1.210, 0.642, 1.258], [1.769, 1.312, 0.249], [1.316, 1.305, -0.893], [2.795, 1.972, 0.652], [-0.757, -2.044, 1.236], [-0.308, -1.036, 2.805], [3.092, 2.618, -0.008]], "forces_ev_per_a": [[-4.73, -0.93, 0.20], [1.53, -0.76, 0.47], [3.56, 4.61, 2.89], [-3.68, 0.20, -2.92], [1.55, -0.86, 0.05], [-0.90, -1.13, -1.44], [1.48, -0.29, 2.11], [-0.05, -0.14, -0.14], [0.89, 0.02, 1.33], [1.96, -0.11, -3.51], [-1.92, -1.43, 1.79], [0.40, 1.00, -1.20], [0.25, 0.37, 0.01], [-0.45, -0.30, 0.33], [0.15, 0.30, 0.37], [-0.30, -0.55, -0.10], [0.26, 0.00, -0.26]], "nbo_charge": [-0.68, 1.25, 0.36, -0.72, 0.38, 0.29, 0.40, 0.32, -0.35, 0.32, -0.45, 1.05, -0.71, -0.56, 0.29, 0.27, 0.55], "multiplicity": 4, "homo_ev": [-17.95, -17.65], "e_lumo_ev": [-10.2, -11.1], "charge": 2, "s2": 3.79}

Record-wise maximum force values, in eV/A: 2.9, 1.9, 0.4, 6.5